# 1
{"formula": "C17H40NOP3Sn", "method": "ωB97M-V/def2-TZVPD", "symbols": ["Sn", "P", "P", "P", "H", "C", "C", "H", "C", "C", "C", "C", "C", "C", "C", "C", "C", "H", "H", "H", "H", "H", "H", "H", "H", "H", "H", "H", "H", "H", "H", "H", "H", "H", "H", "H", "H", "H", "H", "H", "H", "H", "H", "H", "H", "H", "C", "C", "C", "C", "C", "C", "O", "H", "H", "H", "H", "H", "H", "N", "H", "H", "H"], "positions_angstrom": [[-0.242331, 0.135832, -1.107574], [-0.430067, -1.299712, 1.314339], [0.839954, -2.144586, -2.097634], [-0.753155, 2.339419, 0.464874], [0.371570, 1.169357, -2.686665], [-0.650180, 0.867131, -3.150151], [-2.060703, 1.024769, -2.489710], [-2.561063, 0.074871, -2.231262], [-1.957423, -0.928889, 2.239553], [-0.442529, -3.123809, 1.305257], [0.886784, -0.951693, 2.538580], [1.476492, -2.009213, -3.805180], [2.280547, -2.813277, -1.188049], [-0.284664, -3.575918, -2.229870], [-0.399118, 3.933268, -0.361569], [0.061050, 2.572229, 2.083615], [-2.523867, 2.538856, 0.892890], [-0.600866, 1.735810, -3.829713], [-2.116134, 1.713148, -1.617538], [-2.008765, -1.599363, 3.108801], [-2.826134, -1.116174, 1.592759], [-1.983280, 0.113023, 2.584572], [-0.697919, -3.467782, 2.317566], [0.540324, -3.526694, 1.026730], [-1.197395, -3.497780, 0.601563], [0.582760, -1.375799, 3.506312], [1.052844, 0.127617, 2.655195], [1.823943, -1.428938, 2.219033], [2.177346, -2.834985, -3.996971], [2.005698, -1.058624, -3.958675], [0.644887, -2.073121, -4.520848], [2.294835, -3.907267, -1.300818], [2.237566, -2.571634, -0.116534], [3.208869, -2.401405, -1.608921], [0.239288, -4.492582, -1.923886], [-0.609818, -3.678417, -3.274517], [-1.171251, -3.439085, -1.597370], [-0.639335, 4.751159, 0.334917], [-1.008616, 4.051974, -1.268928], [0.663855, 4.004946, -0.635183], [-0.169134, 3.587642, 2.439322], [1.151884, 2.476792, 1.987998], [-0.300633, 1.848375, 2.825665], [-2.622450, 3.402708, 1.566991], [-2.912749, 1.643550, 1.396380], [-3.128037, 2.722841, -0.005297], [-3.056197, 1.774729, -3.527088], [-4.097244, 0.954811, -4.348329], [-4.416881, 1.378151, -5.680967], [-3.959755, 2.591563, -6.138409], [-3.093139, 3.386639, -5.367121], [-2.611405, 2.983482, -4.137134], [-4.502115, 1.674276, -3.234052], [-4.410074, 0.055253, -3.883598], [-0.576840, -0.018812, -3.791842], [-5.059703, 0.716150, -6.252260], [-4.267801, 2.941807, -7.124076], [-2.763525, 4.347357, -5.765818], [-1.858701, 3.573228, -3.606406], [2.073188, 0.889836, -0.873720], [2.367557, 0.489575, 0.021011], [2.162712, 1.908162, -0.815920], [2.694772, 0.533277, -1.603265]], "atomic_forces_ev_per_a": [[1.6, -1.5, 4.1], [-0.3, -0.7, 1.5], [0.6, -1.5, -1.3], [-0.8, 1.8, 0.6], [-0.9, -0.1, -0.8], [0.1, 1.3, -1.8], [-1.5, 0.9, 0.0], [0.1, 0.1, -0.1], [-0.3, 0.4, -0.5], [0.0, -0.1, -0.8], [0.4, 0.5, -0.6], [-0.2, 0.8, -0.1], [0.2, 0.8, 0.7], [-0.8, 0.3, 0.2], [0.4, -0.4, -0.7], [0.6, -0.8, 0.0], [-0.2, -0.7, -0.4], [-0.2, 0.2, -0.4], [0.2, -0.4, -0.5], [0.1, 0.2, -0.2], [0.1, 0.0, 0.3], [0.0, -0.3, 0.0], [0.1, 0.2, -0.2], [-0.3, 0.0, 0.1], [0.1, 0.0, 0.3], [0.0, 0.0, -0.2], [0.0, -0.4, 0.1], [-0.2, 0.1, 0.2], [-0.2, 0.1, 0.2], [0.0, -0.3, -0.1], [0.2, 0.0, 0.1], [-0.1, 0.3, -0.1], [0.2, -0.2, -0.2], [-0.2, -0.1, 0.1], [-0.1, 0.3, -0.1], [0.0, 0.0, 0.3], [0.1, -0.3, -0.2], [0.0, -0.3, -0.1], [0.1, 0.0, 0.2], [-0.3, 0.1, 0.1], [-0.1, -0.2, -0.2], [-0.2, 0.1, 0.2], [0.1, 0.2, -0.2], [0.2, -0.2, -0.2], [0.0, 0.3, -0.1], [0.1, 0.0, 0.2], [-2.6, -2.0, -0.3], [0.5, -0.7, 0.8], [0.1, 1.0, -0.6], [-1.2, -1.2, -0.4], [1.0, 0.3, 1.1], [0.9, 0.7, -0.7], [1.9, 3.4, 2.1], [0.7, -2.4, -1.6], [0.2, 0.2, 0.3], [0.3, 0.1, -0.3], [0.1, -0.1, 0.3], [-0.1, -0.2, 0.1], [-0.3, 0.1, -0.2], [-0.9, -0.5, 0.1], [0.3, 0.2, -0.2], [0.2, -0.2, -0.1], [0.1, 0.2, 0.2]], "lowdin_charge": [1.00, 0.75, 0.77, 0.77, 0.08, -0.21, -0.21, 0.12, -0.22, -0.22, -0.21, -0.21, -0.21, -0.20, -0.20, -0.21, -0.19, 0.13, 0.04, 0.09, 0.07, 0.04, 0.09, 0.05, 0.06, 0.10, 0.03, 0.06, 0.10, 0.06, 0.07, 0.09, 0.03, 0.08, 0.09, 0.08, 0.04, 0.10, 0.06, 0.06, 0.10, 0.07, 0.05, 0.10, 0.05, 0.07, -0.29, -0.21, 0.07, 0.00, 0.01, -0.02, 0.06, 0.15, 0.11, 0.14, 0.14, 0.14, 0.12, 0.05, 0.08, 0.08, 0.09], "charge": 4, "lumo_energy_ev": -15.33, "homo_energy_ev": -18.961, "gap_ev": 3.63}



# 2
{"formula": "C17H40NOP3W", "method": "ωB97M-V/def2-TZVPD", "symbols": ["W", "P", "P", "P", "H", "C", "C", "H", "C", "C", "C", "C", "C", "C", "C", "C", "C", "H", "H", "H", "H", "H", "H", "H", "H", "H", "H", "H", "H", "H", "H", "H", "H", "H", "H", "H", "H", "H", "H", "H", "H", "H", "H", "H", "H", "H", "C", "C", "C", "C", "C", "C", "O", "H", "H", "H", "H", "H", "H", "N", "H", "H", "H"], "positions_angstrom": [[0.149152, -0.404477, -0.110932], [1.177645, 0.632030, 1.680791], [0.261664, -2.697450, 0.751498], [-2.139134, -0.016396, 0.655818], [2.366339, 0.210727, -4.232373], [1.678417, 0.853112, -3.688524], [2.430043, 1.892324, -2.890382], [3.469579, 1.599719, -2.738256], [2.982306, 0.446299, 1.739255], [0.684565, 0.008576, 3.320326], [0.931153, 2.413893, 1.896534], [-0.398406, -3.785179, -0.555813], [1.923010, -3.360022, 1.137685], [-0.651859, -3.210144, 2.242564], [-2.740232, 1.711418, 0.684382], [-2.933914, -0.586699, 2.216016], [-3.242609, -0.841131, -0.560600], [1.001516, 1.349813, -4.395509], [2.407833, 2.819322, -3.527777], [3.426241, 0.868311, 0.829482], [3.271668, -0.606852, 1.835273], [3.328321, 1.012719, 2.614522], [1.000600, -1.030223, 3.472218], [-0.397744, 0.070477, 3.483202], [1.187910, 0.638035, 4.068429], [1.125122, 2.934655, 0.951529], [1.649548, 2.751036, 2.654285], [-0.089488, 2.638694, 2.226682], [-0.813281, -4.677320, -0.078216], [0.410858, -4.073011, -1.231672], [-1.179203, -3.285625, -1.134659], [1.791051, -4.200766, 1.830156], [2.566083, -2.613344, 1.617096], [2.407822, -3.728775, 0.226885], [-0.922306, -4.264247, 2.115233], [-1.557196, -2.620436, 2.387439], [-0.018131, -3.102463, 3.129609], [-3.700628, 1.758816, 1.214847], [-2.873846, 2.105045, -0.329154], [-2.026250, 2.361665, 1.201578], [-3.908851, -0.094429, 2.301311], [-2.340390, -0.312361, 3.092352], [-3.116612, -1.665177, 2.206602], [-4.263156, -0.456739, -0.434897], [-3.246147, -1.924053, -0.381744], [-2.920868, -0.659856, -1.591595], [0.534799, 2.211859, -1.512852], [-0.086900, 0.907909, -1.779295], [-1.287118, 1.044286, -2.536286], [-1.894995, 2.284841, -2.640168], [-1.418634, 3.415244, -1.971361], [-0.215962, 3.365946, -1.284507], [1.901190, 2.317168, -1.613810], [1.377032, 0.939547, -0.246239], [0.928448, 0.230877, -3.146505], [-1.716934, 0.159456, -3.032961], [-2.799372, 2.343729, -3.250950], [-1.959223, 4.370773, -2.021982], [0.240163, 4.233017, -0.785387], [1.852255, -1.093567, -1.347635], [2.490684, -1.735913, -0.874463], [2.401006, -0.287872, -1.666897], [1.505363, -1.566810, -2.190199]], "atomic_forces_ev_per_a": [[1.0, 2.7, -2.5], [1.2, 0.9, 3.0], [0.7, -2.5, 0.9], [-3.2, 0.1, 1.0], [0.0, -0.1, -0.1], [-1.2, 0.0, -0.5], [0.9, 1.1, -1.8], [-0.1, 0.2, 0.3], [0.0, -0.1, -0.5], [-0.3, -0.3, 0.0], [-0.3, 0.2, -0.6], [0.1, 0.4, -0.3], [0.2, 0.2, -0.3], [-0.4, 0.6, 0.3], [0.5, 0.6, -0.3], [0.4, -0.3, 0.3], [0.4, -0.2, -0.3], [0.3, -0.1, -0.2], [0.5, -0.7, 0.8], [0.1, 0.0, 0.2], [0.0, 0.3, 0.1], [0.0, -0.2, -0.2], [0.0, 0.2, 0.0], [0.3, 0.1, 0.0], [-0.1, -0.2, -0.1], [0.1, 0.1, 0.4], [-0.2, 0.0, -0.1], [0.3, 0.0, 0.0], [0.0, 0.0, -0.2], [-0.1, -0.1, 0.0], [-0.1, -0.2, 0.0], [0.1, 0.1, -0.2], [-0.1, -0.2, 0.0], [0.0, 0.0, 0.2], [0.1, 0.1, 0.0], [0.2, -0.3, 0.1], [-0.1, 0.0, -0.2], [0.3, -0.2, -0.2], [0.0, -0.2, 0.3], [-0.2, -0.1, 0.0], [0.2, 0.0, -0.2], [-0.2, -0.1, -0.1], [0.0, 0.3, 0.0], [0.2, -0.1, 0.1], [-0.1, 0.2, 0.0], [-0.3, -0.1, 0.2], [2.6, -0.8, -0.7], [-1.7, 1.4, -0.2], [0.6, -1.1, 0.0], [-0.8, -1.2, -1.3], [1.0, 1.5, 1.3], [-0.6, 1.0, 0.0], [-2.7, 0.2, 0.8], [-1.2, -1.9, 0.7], [0.9, -0.1, -0.1], [0.0, 0.6, 0.3], [0.1, 0.1, 0.3], [0.2, -0.4, -0.1], [-0.2, -0.2, -0.6], [0.3, -0.7, 0.0], [0.1, 0.0, -0.2], [0.0, -0.5, 0.0], [0.4, 0.0, 0.1]], "mulliken_spin": [1.29, -0.09, -0.02, -0.03, 0.00, 0.03, 0.00, 0.00, 0.04, 0.01, 0.05, 0.01, 0.00, 0.02, 0.02, 0.03, 0.01, 0.00, 0.00, 0.01, -0.01, 0.00, 0.00, -0.01, 0.00, 0.01, 0.00, 0.00, 0.00, 0.00, 0.00, 0.00, 0.00, 0.00, 0.00, -0.01, 0.00, 0.00, 0.01, -0.01, 0.00, 0.00, 0.00, 0.00, 0.00, 0.00, 0.00, 0.30, -0.04, 0.20, 0.06, 0.09, 0.08, -0.06, 0.00, 0.01, -0.01, 0.00, -0.01, -0.01, 0.00, 0.00, 0.01], "charge": 4, "lumo_energy_ev": [-15.59, -16.57], "homo_energy_ev": [-22.243, -22.469], "s2": 2.058, "multiplicity": 3, "gap_ev": [6.65, 5.90]}



# 3
{"formula": "C17H42NO7", "method": "ωB97M-V/def2-TZVPD", "symbols": ["C", "C", "O", "O", "H", "H", "H", "C", "C", "O", "H", "H", "H", "H", "H", "H", "C", "C", "O", "H", "H", "H", "H", "H", "H", "C", "C", "O", "H", "H", "H", "H", "H", "H", "C", "C", "C", "C", "C", "C", "N", "O", "C", "C", "C", "H", "H", "H", "H", "H", "H", "H", "H", "H", "H", "H", "H", "H", "H", "H", "H", "H", "H", "H", "O", "H", "H"], "positions_angstrom": [[-0.286908, 0.550544, 0.729098], [-0.614321, 0.438802, 2.211677], [0.050265, -0.375400, 2.902721], [-1.569280, 1.140353, 2.651646], [-0.624475, 1.485285, 0.282891], [-0.819632, -0.258865, 0.222836], [0.773291, 0.398858, 0.539538], [-1.550585, 5.126629, 0.173489], [-1.924850, 4.059089, 1.200462], [-2.705543, 3.013739, 0.686222], [-0.946748, 5.901226, 0.650893], [-2.414513, 5.581506, -0.315124], [-0.917697, 4.743230, -0.634560], [-2.547566, 4.551045, 1.960816], [-0.999240, 3.736474, 1.681883], [-2.363531, 2.160184, 1.011087], [2.015154, 3.373314, 0.894008], [1.986622, 4.082669, 2.241253], [2.102428, 5.490621, 2.205426], [2.884364, 3.633730, 0.284673], [1.120823, 3.568941, 0.304772], [2.092575, 2.317539, 1.151752], [2.726547, 3.613091, 2.900152], [1.029148, 3.788543, 2.696115], [2.482358, 5.797693, 3.028573], [-0.813277, 1.417543, -3.381618], [-2.273568, 1.036335, -3.397952], [-3.041431, 1.966607, -4.153907], [-0.417967, 1.224932, -4.377826], [-0.263308, 0.959076, -2.558045], [-0.740930, 2.488289, -3.170502], [-2.734391, 0.961898, -2.406786], [-2.445020, 0.081144, -3.896987], [-3.093451, 2.861733, -3.821808], [2.943940, -3.528063, -1.014132], [1.771190, -2.557315, -1.033356], [0.924136, -2.741685, -2.293171], [0.042717, -3.997554, -2.236144], [-0.833331, -3.948182, -0.985731], [-0.052828, -3.753822, 0.333244], [0.916767, -2.644510, 0.141518], [1.641494, -2.451548, 1.329004], [-1.098470, -3.249903, 1.343709], [0.579066, -5.092014, 0.724475], [2.358288, -1.138227, -1.125753], [2.697232, -4.590380, -0.932973], [3.565053, -3.312021, -0.141298], [3.567664, -3.452421, -1.909148], [0.212183, -1.941597, -2.524678], [1.568772, -2.812356, -3.174177], [0.734503, -4.844784, -2.164171], [-0.558130, -4.032988, -3.144706], [-1.423444, -4.867331, -0.996062], [-1.505420, -3.093634, -1.115191], [-0.692507, -3.137342, 2.345527], [-1.549598, -2.315022, 1.021412], [-1.919163, -3.973698, 1.294415], [0.915067, -5.663670, -0.140561], [1.483562, -4.914288, 1.315365], [-0.067969, -5.680902, 1.375792], [3.065429, -1.055508, -1.949043], [2.862303, -0.910793, -0.182590], [1.556337, -0.405659, -1.208225], [1.125361, -1.793803, 1.841100], [-2.707306, 2.038901, 5.168323], [-2.683258, 2.984937, 5.340409], [-2.594972, 1.960784, 4.199974]], "atomic_forces_ev_per_a": [[-0.1, -0.2, -0.3], [-0.2, -0.2, 1.2], [0.2, -0.1, -0.8], [0.0, 0.2, -0.8], [0.1, 0.1, 0.1], [0.1, -0.1, -0.1], [0.0, 0.0, 0.1], [0.2, -0.2, -0.4], [-0.2, 0.8, 0.3], [0.2, -0.4, -0.8], [-0.2, 0.1, 0.1], [-0.1, 0.0, 0.2], [-0.1, -0.3, 0.1], [0.3, 0.1, 0.2], [-0.2, -0.4, 0.1], [0.0, 0.3, 0.6], [0.5, 0.5, 0.2], [-0.6, -1.1, 0.5], [0.2, 0.2, -0.6], [0.0, 0.1, 0.1], [-0.1, -0.1, 0.1], [-0.2, -0.1, -0.3], [0.3, 0.3, -0.1], [0.0, 0.2, 0.1], [0.0, -0.1, 0.1], [-0.2, 0.4, 0.3], [-0.7, 0.5, 0.5], [-0.5, -0.4, -1.2], [0.5, 0.0, 0.2], [0.1, -0.4, -0.3], [0.0, 0.0, -0.2], [0.4, 0.0, 0.1], [0.1, 0.0, 0.0], [0.4, -0.1, 0.7], [0.6, -0.7, 0.2], [0.1, 0.5, -0.6], [-0.9, -0.8, -0.5], [1.0, 0.4, 0.7], [0.2, 0.4, -0.9], [-0.3, 0.4, -0.9], [-1.2, 0.2, -0.2], [0.3, -0.1, 0.2], [0.0, -0.8, -0.3], [0.8, 0.3, 0.7], [-0.1, -0.1, 0.9], [-0.4, 0.1, 0.0], [0.0, 0.1, -0.1], [0.0, 0.3, 0.0], [0.4, 0.5, 0.5], [0.2, 0.1, 0.1], [-0.4, -0.3, -0.3], [0.0, -0.4, 0.0], [-0.1, 0.1, 0.5], [-0.1, -0.1, 0.1], [-0.2, 0.0, 0.1], [0.3, 0.2, 0.0], [0.1, -0.1, 0.5], [-0.3, -0.1, 0.0], [-0.1, 0.1, 0.0], [-0.2, -0.1, -0.3], [0.0, 0.0, -0.1], [0.2, 0.0, -0.1], [0.0, 0.0, -0.3], [-0.1, 0.3, 0.0], [-0.3, 0.3, -0.2], [0.0, -0.1, 0.0], [0.4, -0.4, 0.3]], "lowdin_charge": [-0.03, -0.72, -0.06, -0.07, 0.05, 0.07, 0.04, -0.10, -0.34, -0.09, 0.07, 0.06, 0.06, 0.11, 0.09, 0.04, -0.08, -0.33, -0.07, 0.07, 0.05, 0.07, 0.11, 0.10, 0.07, -0.08, -0.32, -0.10, 0.07, 0.06, 0.07, 0.11, 0.11, 0.07, -0.04, -0.52, -0.14, -0.19, -0.15, -0.49, -0.09, -0.03, -0.03, -0.03, -0.04, 0.07, 0.09, 0.08, 0.11, 0.12, 0.10, 0.11, 0.12, 0.12, 0.09, 0.07, 0.08, 0.06, 0.08, 0.08, 0.08, 0.08, 0.06, 0.07, -0.09, 0.01, 0.00], "charge": -1, "lumo_energy_ev": 2.71, "homo_energy_ev": -5.328, "gap_ev": 8.04}



Summary of energy relative to the best compared isomer or geometry (same formula, charge and spin) in eV
0.508; 0.429; 0.000
(order as listed above)
Summary of E in eV
-55466.7133; -51460.7391; -34133.5214
(order as listed above)